A structure of composition C17H50O8 in a non-equilibrium geometry, computed with ωB97M-V/def2-TZVPD.

Summary:
ΔE to the lowest compared entry with this formula, charge and spin = 2976.2 kJ/mol
net charge = 0
E_LUMO = 0.1 eV
HOMO level = -8.170 eV
E_tot = -34788.7850 eV
Kohn-Sham gap = 8.31 eV
strongest force on any atom = 11.3 eV/A

Cartesian coordinates (Å):
H 22.2738 3.7778 8.9198
C 23.7982 7.4343 9.7765
H 26.3728 7.6279 10.0645
H 23.7378 4.9772 9.0720
H 24.1043 2.7195 12.3876
H 23.4605 7.5110 12.1669
H 24.8614 8.3425 11.3655
C 21.3976 5.1742 9.6814
C 24.0057 3.5752 13.0556
C 25.1784 5.7321 13.5517
C 26.3457 6.8415 11.0713
H 26.8213 3.1266 13.3204
C 24.9333 7.8776 8.8874
H 23.0907 4.1277 12.8420
C 24.3743 4.2736 9.6085
H 26.3059 7.4084 7.4682
H 26.0924 4.1145 8.1883
H 20.8795 6.9457 10.7784
H 25.8539 2.7428 9.3343
H 21.6980 4.7214 10.6263
H 19.2834 5.2266 9.7928
H 22.5045 6.9056 10.1540
H 24.1939 6.1002 13.2630
H 26.9735 6.4320 11.8627
H 24.6126 5.3162 11.3183
H 23.0762 9.5992 12.4611
O 21.8786 6.4437 11.9911
H 23.9921 3.1532 14.0606
O 23.5899 5.6105 11.3010
H 23.7695 2.3464 10.6095
C 21.4761 6.6278 9.9234
H 25.9393 5.3770 9.8686
O 26.6465 6.0185 9.9685
H 24.9911 7.6714 12.9689
C 20.7001 6.9873 14.0695
C 20.2479 4.9577 12.7272
H 21.0916 4.4353 13.1782
H 21.0623 8.0148 14.0348
H 19.9716 5.1605 8.1218
H 25.9505 6.4642 13.3150
H 26.4724 7.9176 10.9531
C 23.5070 3.3985 10.4992
H 22.5344 3.2147 10.0428
H 20.1613 4.6762 11.6777
H 19.7327 7.0567 14.5669
H 25.1684 5.6523 14.6387
H 19.2963 4.7618 13.2213
C 20.0591 4.8100 9.1502
H 21.0360 7.0813 9.0352
H 25.9045 6.0169 8.4975
H 24.5674 8.7073 8.2825
H 22.7150 5.4794 11.6665
H 23.3191 3.8703 11.4637
H 24.7860 6.6083 7.2061
H 23.2951 8.2378 10.3146
C 25.4983 6.8874 7.9825
O 25.1512 4.9369 10.6199
H 24.8156 2.8822 7.9938
H 25.3064 6.7424 11.3845
H 25.7631 4.3943 12.0000
C 20.5826 6.4405 12.6508
C 25.3660 3.4917 8.7104
H 19.7994 6.9024 12.0496
O 25.9162 8.3734 9.6680
H 23.0605 6.9078 9.1709
O 23.8536 9.3116 12.9453
H 19.9510 3.7253 9.1484
C 25.3839 4.3225 13.0194
O 26.2394 3.5975 13.9215
H 24.1106 6.6820 10.5007
H 22.2967 7.2965 12.1308
H 21.5298 6.4240 14.4966
C 24.3084 8.1844 12.2915
O 22.3732 4.7260 8.8078
H 23.7555 6.5475 11.4051

---

A cluster of 3 separate species, C17H52IN9O2P2Si in total in a non-equilibrium geometry, computed with ωB97M-V/def2-TZVPD.

Summary:
net charge = 0
E_LUMO = 0.5 eV
HOMO level = -8.204 eV
E_tot = -70533.6248 eV
Kohn-Sham gap = 8.67 eV
strongest force on any atom = 5.1 eV/A
SMILES = C[C@@H](I)C[SiH2]CC(N)(N)N.CN(C)P(=O)(N(C)C)N(C)C.CN(C)P(=O)(N(C)C)N(C)C

Cartesian coordinates (Å):
H -1.1254 -0.0156 -7.9273
H -6.2782 2.0518 1.2131
H 4.8705 -0.8979 3.2523
N -5.2850 0.7429 2.5746
H 4.0044 0.8869 3.1530
C -1.2222 1.3582 1.8167
H -1.7073 1.0166 -3.7844
C 6.3513 1.5421 0.8732
H -4.4560 0.2551 6.2318
H 4.4479 -3.9247 1.4730
H -5.0340 -0.8323 4.9526
H 5.4737 -2.5227 3.1376
C 3.1976 0.9021 2.4170
H 6.2802 1.8718 1.9121
C -2.5438 -1.0245 -6.6574
H -2.9682 1.0127 -5.9602
O -3.8310 2.6584 2.0575
N -0.9994 -0.4564 -1.5457
H -2.0415 -0.7900 4.8012
N 4.5487 -1.8241 1.3784
H -7.2989 1.3137 2.4647
H -0.1037 1.9208 -2.0660
N 6.0148 0.1244 0.7664
H 3.7265 -2.2500 3.2636
C -5.4626 -0.4260 1.7358
H -1.3805 -1.2154 2.1163
N -3.5835 0.5644 4.3345
H -2.3691 -0.9337 0.6768
C -1.0713 0.1448 -3.9382
H -3.0989 -1.4132 2.2179
I -3.3741 -2.1508 -8.3311
C -2.3300 -0.7957 1.7595
C -3.4820 0.1565 -6.4014
N -2.4394 0.6043 2.0966
H 1.2235 -0.1480 -5.5764
C 4.6513 -1.8693 2.8177
H -0.5733 -1.5247 -7.2769
C 7.1677 -0.7534 0.8995
H -3.9471 0.4786 -7.3295
P -3.7120 1.4131 2.8777
H 2.5049 0.0672 2.5938
H 5.7069 2.1664 0.2648
C -2.2954 0.2655 4.9417
H -1.1114 -1.4584 -1.6494
C -4.7196 0.1905 5.1728
C 2.7586 1.5896 0.1760
H -5.0906 -1.3284 2.2246
H 7.4174 -0.9004 1.9551
Si -0.1858 0.2753 -5.6167
H 1.7890 1.0839 0.1648
H 2.6480 1.8242 2.6147
N 0.8683 -1.0382 -2.9663
H -0.1803 1.7191 -5.9777
N 3.7142 0.9251 1.0629
H 5.6331 -3.3166 0.3196
C -1.1205 -0.6147 -7.0141
H 3.9068 -3.2403 -0.0530
H -1.4477 2.3239 1.3628
C 4.6385 -3.1332 0.7483
H -2.2996 0.4642 6.0157
C -6.3103 1.7361 2.2626
H 6.9980 -1.7280 0.4501
H -4.2683 -0.1553 -5.7129
H -6.1988 2.6240 2.8805
H 8.0497 -0.3391 0.4065
H -2.5235 -1.7200 -5.8228
H -1.4933 0.8675 4.5235
H 0.4053 -1.8748 -3.3089
H 2.6054 2.6234 0.5020
H -1.7078 -0.7458 -3.9867
H 1.2461 1.4474 -2.9338
H 3.1258 1.6204 -0.8469
H 7.3681 1.7253 0.5163
O 3.4075 -0.8639 -0.6009
H -1.9064 -0.0170 -1.6678
H -5.0007 -0.3123 0.7451
C -0.1465 -0.0364 -2.7038
P 4.4814 -0.4591 0.3605
H -6.5274 -0.6055 1.5768
H 1.2804 -1.2764 -2.0652
H -0.6371 1.5451 2.7286
H -5.5678 0.8521 5.0383
H -0.5830 0.8125 1.1226
N 0.5285 1.1641 -2.2812

---

> What is the formula in the second record?

C17H52IN9O2P2Si